[1]
14
Properties=species:S:1:pos:R:3:forces:R:3 method="wB97M-V/def2-TZVPD" lumo_ha="0.1398 / 0.1351" multiplicity=2 total_charge=-1 orbital_gap_ha="0.115 / 0.173" e_homo_ev="0.68 / -1.02" relative_energy_kj_mol=317.42 s_squared=0.756
C 1.735044 -0.228624 -1.155831 0.097 -0.562 -0.533
C 1.952490 -0.398786 0.202562 -1.365 -0.001 -0.095
N 0.855377 -0.307330 1.213447 0.681 0.067 2.472
H 1.521096 0.737711 -1.544363 -0.798 0.730 -0.680
H 2.010384 -1.026620 -1.864196 0.336 0.500 0.020
H 2.910538 -0.823879 0.468331 -0.340 -0.919 1.117
H 1.265572 -0.652432 2.123016 -0.840 0.673 -1.062
H -0.197251 -0.543781 1.209002 2.533 -0.372 -1.084
C -2.197679 -0.051407 -0.456991 0.078 1.900 1.706
N -1.767417 1.176554 0.027929 0.793 -0.299 -0.341
O -1.567928 -1.067100 -0.367302 -0.923 -0.397 -0.979
H -3.234957 0.202357 -0.785164 -0.005 -1.386 -0.525
H -2.442189 1.726930 0.505395 -0.679 0.459 -0.067
H -0.843079 1.256402 0.424166 0.433 -0.393 0.053

---

[2]
14
Properties=species:S:1:pos:R:3:forces:R:3 method="wB97M-V/def2-TZVPD" lumo_ha=0.0044 orbital_gap_ha=0.298 smiles="C/C=C/N.N=O" e_homo_ev=-7.99 relative_energy_kj_mol=449.63
C -0.009544 0.590130 -0.494136 -0.889 0.153 0.381
C -2.045479 -0.807289 -0.117802 -0.065 0.116 0.062
C -0.873760 -0.012055 0.338596 0.559 0.290 -0.494
N 0.975423 1.457987 -0.099344 -0.177 0.711 -0.013
N 2.536680 -0.343739 0.108895 -0.611 -1.612 -0.969
O 1.679774 -1.166948 -0.224324 1.769 0.723 1.052
H -0.090407 0.453532 -1.563068 0.002 -0.048 -0.085
H -2.268407 -1.601327 0.590418 -0.062 -0.153 -0.050
H -2.923153 -0.159801 -0.179417 -0.148 -0.117 -0.014
H -1.870451 -1.237726 -1.098975 -0.037 -0.097 -0.133
H -0.770873 0.134445 1.404674 0.099 0.115 0.193
H 1.778952 1.555973 -0.698403 -0.088 0.039 0.193
H 2.734764 -0.405101 1.143321 -0.386 -0.238 -0.036
H 1.146485 1.541913 0.889564 0.035 0.118 -0.088

---

[3]
14
Properties=species:S:1:pos:R:3:forces:R:3 method="wB97M-V/def2-TZVPD" lumo_ha=0.0337 orbital_gap_ha=0.378 smiles="CC(=O)NCN" e_homo_ev=-9.38 relative_energy_kj_mol=54.94
O -1.220696 0.040097 0.787504 -0.456 -0.125 0.277
C -0.135470 -0.484677 0.727770 1.345 0.120 -1.724
N 0.627895 -0.453462 -0.457390 -0.611 0.184 1.603
C 0.155219 0.290300 -1.589015 -0.185 0.035 -0.379
N -0.085597 1.722591 -1.361811 0.341 -0.245 0.018
C 0.545561 -1.234398 1.830939 -0.667 0.382 0.679
H 1.622807 -0.534304 -0.297705 -0.153 0.017 -0.313
H 0.910408 0.146329 -2.358588 0.000 0.242 -0.190
H -0.762603 -0.174125 -1.950099 -0.073 -0.340 0.095
H -0.666701 2.016994 -2.139927 0.095 0.288 0.040
H -0.672874 1.809767 -0.538798 -0.048 -0.058 -0.018
H 0.752439 -0.536542 2.645197 0.133 0.026 -0.073
H -0.199301 -1.919442 2.240095 0.300 -0.276 -0.087
H 1.460471 -1.714507 1.507707 -0.020 -0.250 0.073

---

[4]
14
Properties=species:S:1:pos:R:3:forces:R:3 method="wB97M-V/def2-TZVPD" lumo_ha=0.0331 orbital_gap_ha=0.330 e_homo_ev=-8.08 relative_energy_kj_mol=448.09
C 0.744507 0.251580 -0.248967 2.618 -2.266 0.268
C 0.068710 -0.880672 0.348612 -5.160 2.636 -0.051
N 1.051289 1.339916 0.505053 -0.058 -0.013 -0.290
C -2.248981 0.016117 -0.547611 0.374 -0.194 -0.351
O 2.008670 -1.088167 -0.244202 0.266 1.522 -0.575
N -1.550549 -0.088684 0.485202 1.108 -1.463 0.951
H 2.501203 -0.972413 0.579292 0.026 0.242 -0.114
H 0.633069 0.395220 -1.321221 0.275 -0.125 0.177
H 1.419167 2.150542 0.031847 -0.200 -0.084 0.124
H 0.510980 1.512347 1.339856 0.149 -0.147 -0.028
H -0.177205 -1.710257 -0.300620 0.327 0.031 0.222
H 0.214329 -1.043048 1.409881 0.281 -0.223 -0.294
H -1.863441 -0.150612 -1.570206 -0.154 -0.293 0.026
H -3.311746 0.268132 -0.466914 0.148 0.374 -0.066